The following is a quantum chemistry calculation of C22H37CrN5O2S2Si as an isolated structure at a distorted geometry, from the Open Molecules 2025 dataset.

ORCA input file:
```
! wB97M-V def2-TZVPD RIJCOSX def2/J DEFGRID3
* xyz 1 4
Cr -0.625 0.160 -1.574
C 6.558 -0.266 2.160
C 5.638 -0.406 1.000
C 6.030 0.063 -0.266
C 5.009 0.206 -1.234
C 3.767 -0.342 -1.000
C 3.404 -0.861 0.244
C 4.334 -0.876 1.258
S 2.621 -0.524 -2.370
O 3.154 0.195 -3.536
O 2.241 -1.924 -2.476
N 1.276 0.327 -1.983
C 1.299 1.717 -1.789
C 2.462 2.543 -1.750
C 2.239 3.913 -1.496
C 0.964 4.426 -1.320
C -0.084 3.545 -1.479
N 0.056 2.239 -1.673
H 6.883 -1.196 2.591
H 5.966 0.307 2.955
H 7.439 0.407 1.863
H 7.074 0.424 -0.522
H 5.191 0.746 -2.186
H 2.362 -1.171 0.406
H 4.066 -1.296 2.207
H 3.445 2.084 -1.788
H 3.156 4.551 -1.434
H 0.730 5.459 -1.123
H -1.076 3.922 -1.372
N -1.976 0.721 -3.164
N -2.767 -0.389 -3.591
C -2.552 -1.632 -3.075
N -3.472 -2.632 -3.154
S -1.069 -2.180 -2.332
H -2.574 1.537 -3.003
H -1.284 1.001 -3.868
H -3.534 -0.219 -4.257
H -4.282 -2.680 -3.750
H -3.177 -3.518 -2.749
C -0.131 0.411 2.195
Si -1.414 -0.301 0.954
C -1.797 -2.101 1.541
C -2.620 -3.005 0.593
C -0.436 -2.849 1.739
C -2.448 -2.116 2.981
C -2.948 0.856 1.227
C -4.136 0.232 0.447
C -3.289 0.985 2.700
C -2.614 2.249 0.679
H -0.291 0.172 3.285
H -0.151 1.510 2.123
H 0.870 0.027 1.878
H -2.001 -3.309 -0.302
H -3.564 -2.590 0.234
H -2.785 -3.995 1.135
H 0.194 -2.911 0.778
H -0.622 -3.910 2.050
H 0.221 -2.445 2.526
H -3.590 -1.979 2.911
H -2.073 -1.302 3.623
H -2.179 -3.047 3.473
H -4.344 -0.757 0.925
H -3.993 0.022 -0.630
H -4.964 0.901 0.640
H -3.527 -0.025 3.104
H -4.154 1.603 2.961
H -2.470 1.362 3.356
H -2.567 2.252 -0.444
H -1.676 2.666 1.033
H -3.397 3.014 0.917
*
```

Computed properties:
E, eV: -92922.620
Highest occupied orbital energy (alpha / beta), eV: -11.080 / -10.866
⟨S²⟩: 4.2374

The net atomic charges from Löwdin, expressed in e, are: 0.494, -0.059, -0.277, -0.007, -0.069, -0.302, -0.056, -0.026, 0.647, -0.305, -0.314, -0.243, -0.360, 0.035, -0.027, -0.053, -0.136, 0.017, 0.074, 0.110, 0.104, 0.140, 0.125, 0.104, 0.117, 0.086, 0.134, 0.112, 0.104, -0.005, -0.034, -0.710, 0.115, 0.767, 0.128, 0.132, 0.178, 0.122, 0.104, -0.192, 0.745, -0.627, -0.140, -0.127, -0.092, -0.662, -0.088, -0.103, -0.126, 0.055, 0.023, 0.014, 0.010, 0.055, 0.106, 0.095, 0.093, 0.076, 0.103, 0.062, 0.077, 0.072, 0.068, 0.082, 0.052, 0.092, 0.095, 0.053, 0.061, 0.103

***

The following is a quantum chemistry calculation of C22H37N6OReS as an isolated structure at a distorted geometry, from the Open Molecules 2025 dataset.

ORCA input file:
```
! wB97M-V def2-TZVPD RIJCOSX def2/J DEFGRID3
* xyz 3 2
Re -0.474 -0.131 0.265
N 0.920 -1.438 1.421
C 0.470 -2.824 1.681
C -0.977 -2.737 2.053
N -1.738 -2.022 0.991
C -2.025 -2.944 -0.139
C -2.285 -2.116 -1.352
N -1.098 -1.254 -1.463
C -3.036 -1.549 1.534
C -2.817 -0.466 2.543
N -1.778 0.439 1.991
H 1.854 -1.467 1.014
H 1.054 -0.955 2.309
H 1.059 -3.308 2.460
H 0.606 -3.406 0.772
H -1.093 -2.198 2.991
H -1.388 -3.739 2.206
H -2.878 -3.587 0.088
H -1.165 -3.595 -0.296
H -3.163 -1.482 -1.240
H -2.433 -2.725 -2.244
H -1.248 -0.560 -2.196
H -0.294 -1.806 -1.784
H -3.586 -2.381 1.984
H -3.635 -1.180 0.703
H -2.478 -0.846 3.503
H -3.748 0.068 2.729
H -1.154 0.719 2.741
H -2.214 1.310 1.693
C 2.327 -0.198 -1.368
N 0.944 0.316 -1.179
C 0.613 1.364 -1.900
C -0.640 1.957 -1.710
C -1.294 3.059 -2.245
C -2.529 3.142 -1.586
C -2.580 2.098 -0.677
N -1.438 1.356 -0.734
C 2.391 -1.467 -2.186
C 3.098 -1.470 -3.380
C 3.215 -2.638 -4.128
C 2.630 -3.813 -3.688
C 1.923 -3.826 -2.493
C 1.813 -2.659 -1.750
H 2.793 -0.327 -0.389
H 2.902 0.574 -1.877
H 1.318 1.774 -2.618
H -0.923 3.715 -3.017
H -3.304 3.873 -1.753
H -3.414 1.828 -0.042
H 3.571 -0.561 -3.734
H 3.770 -2.625 -5.056
H 2.739 -4.722 -4.264
H 1.483 -4.750 -2.139
H 1.309 -2.686 -0.789
O 0.651 1.292 1.195
S 0.362 2.622 1.993
C 1.879 3.047 2.841
C 1.682 4.555 2.994
C 1.247 5.109 1.618
C 0.564 3.975 0.820
H 2.704 2.784 2.175
H 1.954 2.502 3.780
H 2.600 5.016 3.352
H 0.914 4.755 3.744
H 2.108 5.462 1.053
H 0.574 5.953 1.743
H 1.196 3.563 0.031
H -0.408 4.234 0.404
*
```

Computed properties:
E, eV: -47343.907
Highest occupied orbital energy (alpha / beta), eV: -16.895 / -16.907
Energy relative to the best compared isomer or geometry (same formula, charge and spin), eV: 0.0000
⟨S²⟩: 0.7556

The net atomic charges from Löwdin, expressed in e, are: 1.623, -0.055, -0.171, -0.140, -0.224, -0.145, -0.153, -0.052, -0.150, -0.152, -0.059, 0.096, 0.113, 0.152, 0.100, 0.125, 0.160, 0.157, 0.131, 0.125, 0.154, 0.123, 0.087, 0.158, 0.127, 0.128, 0.148, 0.071, 0.076, -0.124, -0.145, -0.039, -0.324, 0.028, -0.023, -0.110, -0.158, -0.223, -0.014, -0.026, -0.038, -0.051, -0.096, 0.118, 0.124, 0.163, 0.136, 0.126, 0.120, 0.124, 0.127, 0.126, 0.116, 0.055, -0.667, 1.094, -0.282, -0.201, -0.171, -0.273, 0.122, 0.112, 0.139, 0.126, 0.130, 0.127, 0.103, 0.095